(1)
Computed, not measured: a molecular structure, C55H31F17GeN4PdS4 at a distorted geometry, with ωB97M-V with the def2-TZVPD basis set.

Geometry (Å):
C  -6.1812  -0.3185  2.5107
C  -3.8277  0.0957  2.5256
C  3.6758  -0.0118  -1.1991
C  1.2098  4.6643  -0.4599
F  2.3444  -5.5059  -1.7234
C  -1.9961  -1.5007  4.4577
H  -2.6421  -4.0537  0.0295
H  -4.7323  -1.4179  1.3435
F  3.7588  2.7498  -3.9108
C  -5.2741  1.4513  3.8609
C  5.3253  0.7782  0.8815
H  2.6867  5.1703  3.5675
F  -3.7212  -1.3551  -9.2041
C  3.1437  0.5307  -4.4558
C  -0.4504  -2.2816  2.7823
Ge  -0.5855  -1.6315  -3.9425
F  -0.5314  0.5523  -6.3047
H  -1.7934  -2.3867  6.3932
H  2.3901  2.7498  3.1651
N  -2.3076  -0.8881  0.5386
H  -2.0122  3.8834  -1.1431
F  4.3869  0.2664  -4.8749
C  -0.7651  3.8056  2.5066
H  2.7350  3.2513  0.0633
C  -0.3535  -3.1643  5.0081
F  -0.6821  1.3056  -3.2350
S  -2.2536  -1.4674  -2.6006
C  -1.4159  -2.3560  5.3809
C  -2.1188  -0.3854  -7.7762
N  0.7070  -0.3891  -0.7781
C  0.5752  1.0501  -3.6012
H  -2.8220  -0.8650  4.7393
C  -4.9110  -0.6311  2.0589
F  -0.7009  -4.3120  0.4715
H  -0.7522  1.3200  7.3194
C  -0.1210  4.8386  -0.8021
C  -0.9796  3.7519  -0.8607
C  0.5148  -3.3418  -4.0168
N  1.1977  0.4722  1.7258
F  1.1863  3.3124  -3.2141
C  0.8798  -0.2335  -4.0208
C  0.6412  5.6478  3.1336
C  0.1334  -3.1269  3.7088
H  0.0927  -3.8329  5.7300
H  0.9632  -3.7530  3.4191
C  3.9547  0.9391  0.9921
C  1.9752  -5.7540  -4.0450
Pd  -0.8082  -1.9417  -0.6122
H  2.6636  -0.9586  6.1212
F  -4.0510  -3.4396  -7.4507
C  0.7252  -4.0508  -5.1884
C  5.8725  0.2448  -0.2744
C  1.4426  -5.2418  -5.2258
C  -1.4947  -1.5014  -5.7226
H  -5.4162  2.2663  4.5546
C  1.8116  -5.0466  -2.8591
C  -3.0155  -1.4071  -8.0721
C  -3.1685  -2.4730  -7.1880
C  -4.0008  1.1429  3.4145
H  6.9426  0.1226  -0.3555
H  -0.4864  5.8259  -1.0405
C  1.5695  3.4393  3.0356
C  1.6938  3.3966  -0.1819
C  1.5298  -0.0946  4.5428
C  5.0481  -0.1522  -1.3162
H  -7.3523  0.9598  3.7741
S  0.1063  1.1938  2.5584
F  2.6562  -6.9010  -4.0519
H  2.9982  -0.3500  -1.9680
F  -1.9799  0.6444  -8.6173
F  -1.4730  -4.4014  -1.5591
C  -0.5057  2.4830  -0.5802
C  0.4190  0.6824  4.2223
H  5.9670  1.0594  1.7019
N  -1.3967  1.0510  2.1829
C  0.9779  0.1328  6.8709
C  -0.1245  0.9158  6.5413
H  -1.2395  1.8230  4.9474
H  1.2027  -0.0712  7.9052
C  1.7994  -0.3667  5.8666
H  -7.0300  -0.8793  2.1520
H  -0.0856  -2.2299  1.7519
S  -2.1961  -0.3592  1.9052
C  0.8266  2.3223  -0.2443
S  1.3369  0.6144  0.0751
C  -6.3630  0.7167  3.4163
F  0.9852  -3.1706  -1.7045
F  -2.4838  -3.5456  -5.1992
C  -0.5971  5.1517  2.7486
H  5.4764  -0.5830  -2.2081
C  2.8225  1.7977  -3.9830
H  -1.4378  5.8178  2.6477
H  -1.1442  1.6109  -0.6332
H  3.5031  1.3398  1.8849
C  0.3230  2.9503  2.6511
F  1.6278  -5.8930  -6.3776
C  -1.5071  -1.4763  3.1648
H  -3.1396  1.7006  3.7451
C  1.7254  4.7873  3.2655
C  -1.6607  -3.7521  -0.3649
C  2.1669  -0.4574  -4.4753
H  0.7586  6.6954  3.3531
F  2.4935  -1.6710  -4.9470
C  3.1413  0.5516  -0.0542
H  1.8780  5.5121  -0.4277
F  0.2572  -3.5528  -6.3397
C  -2.3942  -2.5046  -6.0373
H  2.1472  -0.4613  3.7390
C  1.5153  2.0684  -3.5852
C  1.0953  -3.8561  -2.8718
H  -1.7124  3.3908  2.2066
C  -1.3836  -0.4428  -6.5988
C  -0.4043  1.1981  5.2243

Atoms 1-3, force components in eV/Å:
C -0.018 0.051 0.049
C 0.454 0.273 0.332
C -0.379 0.027 -0.134

Computed properties:
- HOMO energy (alpha / beta): -6.37 / -6.37 eV
- HOMO-LUMO gap (alpha / beta): 5.5 / 5.5 eV
- LUMO (alpha / beta): -0.0321 / -0.0321 Ha

Mulliken population analysis, charges in e, atoms 1 to 2: atom 1 (C): -0.714, atom 2 (C): -0.061

(2)
Computed, not measured: a molecular structure, C55H34Cl4F3I2N6SSr at a distorted geometry, with ωB97M-V with the def2-TZVPD basis set.

Geometry (Å):
H  2.4000  -2.0919  -4.0180
Cl  7.7481  0.2712  -5.0492
H  -1.6016  -3.9790  -1.7609
C  6.3565  0.3764  -4.0185
H  -0.4654  0.9882  -4.4073
C  -0.8989  0.9300  3.6048
H  2.2005  0.8056  -4.1537
C  -5.1907  2.1340  5.8618
Cl  -6.3838  2.5139  7.0635
H  5.3915  0.7666  2.5553
I  -2.0031  -2.7256  1.4323
C  5.9315  -0.7463  -3.3315
I  1.2052  -2.7338  3.0860
C  -2.2340  -0.4061  -2.1890
H  3.1018  -0.6661  5.6708
H  -2.3040  -6.1214  -2.7680
H  -1.3076  1.1560  5.7981
C  4.8459  -0.6437  -2.4805
H  -5.9387  0.1537  5.5618
C  -2.6623  -5.1887  -3.1731
C  -4.2514  3.0900  5.5134
C  -3.6069  -2.8013  -4.2309
C  -3.9325  1.5396  -3.2781
N  -1.7172  0.9105  0.6284
C  1.7465  0.8162  -1.9736
C  -1.8971  0.9785  -1.8858
H  -3.9540  -1.8615  -4.6364
C  -2.4038  -1.5379  -2.5726
C  -2.1510  1.1619  3.0579
H  4.3747  2.8882  3.6817
C  -2.6610  1.8885  -2.8364
C  -2.2770  -3.9931  -2.6030
C  -0.5890  1.0469  5.0055
C  -3.9864  -3.9954  -4.8000
H  -4.6456  -4.0100  -5.6544
C  -4.6639  2.3965  -4.0798
H  1.3437  1.1034  6.0095
N  2.5421  -4.2601  -2.7872
Cl  -5.0047  4.6651  -5.4951
H  -2.4215  4.9198  -4.3328
C  -4.2095  0.5693  4.3527
C  4.4370  2.2084  4.5192
C  -2.1319  3.1146  -3.2131
C  -2.3522  1.3151  -0.4782
N  2.4686  0.7091  1.0081
N  0.5683  0.8943  -1.2807
H  2.8979  -4.3182  -3.7262
C  3.3514  0.6479  -0.0348
C  -3.5154  -5.1948  -4.2710
C  5.3206  2.4785  5.5466
C  2.6577  0.8422  3.4508
H  -1.1533  3.3996  -2.8620
H  -4.1926  -0.4083  3.8924
F  -3.7695  -6.4889  -6.2418
H  -5.6593  2.1251  -4.3985
H  -1.0913  -1.4735  3.6091
C  4.5903  0.4787  6.6746
C  5.3884  1.6085  6.6227
H  6.0572  2.4537  -4.4097
S  1.2489  -3.1201  -0.8297
C  -3.6578  1.9391  1.2212
H  -4.2830  4.0690  5.9677
C  -3.5602  1.9598  -0.1572
H  -4.4391  2.3652  1.8274
C  3.7107  0.2240  5.6395
Sr  0.3647  -0.0992  0.7519
C  1.4751  0.8575  -3.3614
H  -1.2724  -3.2308  3.9663
C  1.2889  0.8241  3.7827
C  -4.1044  3.6037  -4.4620
C  0.7625  1.0044  5.1131
C  -0.9122  -2.4860  3.2644
H  2.5282  -5.0844  -2.2145
C  -2.4950  1.2913  1.6943
H  -4.3583  0.5959  -2.9663
C  -0.4119  1.0013  -2.1874
C  4.6026  1.6717  -3.0449
H  6.4571  -1.6808  -3.4564
C  -2.8411  3.9718  -4.0350
H  5.5956  0.6026  -0.0952
C  3.6119  1.0812  4.5452
Cl  6.4969  1.9378  7.9223
C  -3.2351  1.4994  4.0131
F  -5.2672  -6.7291  -4.7174
C  -3.2743  2.7644  4.5920
H  5.9484  3.3584  5.5187
C  5.6999  1.5869  -3.8797
H  1.5369  -1.1916  -2.8353
N  1.8543  -2.0994  -3.1724
C  1.9177  -3.1452  -2.3420
H  4.0801  2.6069  -2.9201
H  4.5244  -1.5067  -1.9144
N  0.2683  0.7333  2.9043
C  4.5921  0.7506  1.8370
F  -3.3028  -7.5564  -4.4327
C  4.6963  0.6530  0.4918
C  -5.1888  0.8781  5.2807
H  -4.2751  2.3872  -0.8377
H  4.6650  -0.1984  7.5123
C  3.1800  0.7855  2.1489
C  0.0984  0.9674  -3.4918
C  3.0332  0.6694  -1.3817
C  -3.9513  -6.4786  -4.9023
C  -2.7524  -2.7865  -3.1207
H  -2.5238  3.4880  4.3109
C  4.1711  0.5646  -2.3227

Atoms 1-3, force components in eV/Å:
H -0.009 0.061 -0.062
Cl 0.175 -0.019 -0.172
H 0.100 0.018 0.089

Computed properties:
- HOMO energy (alpha / beta): -3.37 / -3.37 eV
- Total charge: -1
- HOMO-LUMO gap (alpha / beta): 4.9 / 4.9 eV
- LUMO (alpha / beta): 0.0569 / 0.0569 Ha

Mulliken population analysis, charges in e, atoms 1 to 2: atom 1 (H): 0.269, atom 2 (Cl): -0.244

The records above give, respectively, E_tot values of -213021.70002; -152647.25271 eV.